# 1
Entry from the OMol25 dataset: a structure of composition C35H36BrNO2P2PtSi (the ωB97M-V functional and the def2-TZVPD basis).

The geometry in XYZ format:
```
79
Properties=species:S:1:pos:R:3
Pt 0.341 -0.067 -1.341
O 1.416 -1.300 -5.546
C 1.033 -1.127 -4.380
O 1.419 -0.251 -3.557
C -0.128 -2.058 -3.907
P -0.201 -2.122 -2.089
C 0.762 -3.628 -1.716
C 0.312 -4.651 -0.886
C 1.129 -5.737 -0.598
C 2.407 -5.810 -1.135
C 2.868 -4.783 -1.949
C 2.059 -3.695 -2.231
C -1.898 -2.630 -1.650
C -2.451 -2.086 -0.494
C -3.725 -2.463 -0.084
C -4.458 -3.373 -0.833
C -3.915 -3.910 -1.995
C -2.640 -3.541 -2.399
H -0.030 -3.038 -4.373
H -1.055 -1.596 -4.255
H -0.681 -4.602 -0.456
H 0.765 -6.526 0.051
H 3.047 -6.654 -0.905
H 3.876 -4.812 -2.345
H 2.445 -2.874 -2.823
H -1.875 -1.354 0.068
H -4.147 -2.032 0.815
H -5.454 -3.660 -0.516
H -4.487 -4.616 -2.586
H -2.214 -3.965 -3.302
N -0.227 0.728 0.545
P 0.537 1.453 1.653
C -0.393 2.943 2.241
C -1.732 3.011 1.868
C -2.516 4.099 2.229
C -1.967 5.139 2.967
C -0.627 5.087 3.331
C 0.153 3.997 2.969
C 0.823 0.522 3.213
C 1.501 -0.692 3.094
C 1.710 -1.491 4.207
C 1.236 -1.099 5.455
C 0.550 0.099 5.578
C 0.344 0.906 4.462
C 2.180 2.188 1.313
C 3.156 2.362 2.291
C 4.378 2.936 1.968
C 4.631 3.342 0.666
C 3.663 3.169 -0.313
C 2.443 2.596 0.010
H -2.119 2.202 1.260
H -3.554 4.141 1.919
H -2.574 5.993 3.244
H -0.185 5.903 3.892
H 1.203 3.977 3.242
H 1.872 -1.006 2.120
H 2.244 -2.427 4.095
H 1.396 -1.729 6.324
H 0.169 0.411 6.544
H -0.198 1.837 4.573
H 2.976 2.017 3.301
H 5.141 3.045 2.731
H 5.592 3.773 0.409
H 3.866 3.448 -1.339
H 1.700 2.417 -0.761
Br 3.084 -0.923 -0.374
C -3.037 1.186 -1.473
Si -1.327 1.335 -2.306
C -1.745 1.223 -4.164
C -0.870 3.170 -2.052
H -3.656 2.070 -1.676
H -2.913 1.080 -0.392
H -3.577 0.304 -1.834
H -2.365 2.074 -4.474
H -2.312 0.311 -4.380
H -0.840 1.208 -4.776
H -1.674 3.829 -2.408
H 0.047 3.430 -2.589
H -0.705 3.366 -0.989
```

The spin multiplicity is 3. The expectation value of S² is 2.008. The energy relative to the best compared isomer or geometry (same formula, charge and spin) is 43.87 kJ/mol. As for the total charge: -2. As for the calculated total energy: -5226.18752 hartree. Its HOMO energy (alpha / beta) is 0.54 / -1.82 eV.

# 2
Entry from the OMol25 dataset: a cluster of 2 separate species, C4H12NO2 in total in a non-equilibrium geometry (the ωB97M-V functional and the def2-TZVPD basis).

The geometry in XYZ format:
```
19
Properties=species:S:1:pos:R:3
C 0.050 -1.712 0.052
C -0.368 -0.435 0.818
C 0.607 -0.139 1.961
N -0.551 0.696 -0.108
C 0.735 1.295 -0.637
O 0.935 2.537 -0.254
H -0.860 -2.263 -0.207
H 0.577 -1.420 -0.841
H 0.647 -2.340 0.713
H -1.359 -0.549 1.275
H 0.496 0.880 2.345
H 0.454 -0.843 2.783
H 1.643 -0.160 1.647
H -1.033 1.437 0.410
H 1.543 0.557 -0.345
H 0.724 1.107 -1.722
H -1.677 1.145 -2.850
H -1.100 0.004 -2.079
O -1.461 0.202 -2.963
```

The energy relative to the best compared isomer or geometry (same formula, charge and spin) is 72.87 kJ/mol. As for the total charge: -1. As for the calculated total energy: -364.82775 hartree. Its HOMO energy is -2.54 eV.

# 3
Entry from the OMol25 dataset: a structure of composition C37H30BrGeI2N3O2Ru (the ωB97M-V functional and the def2-TZVPD basis).

The geometry in XYZ format:
```
77
Properties=species:S:1:pos:R:3
Ru 0.555 0.020 -0.470
I 5.654 4.885 1.629
C 3.853 4.025 1.012
C 3.218 4.491 -0.130
C 2.042 3.896 -0.548
I 1.099 4.570 -2.281
C 1.452 2.803 0.130
O 0.411 2.197 -0.332
C 2.100 2.403 1.328
C 1.476 1.292 2.116
N 1.644 0.018 1.365
C 1.677 -1.208 2.218
C 2.076 -2.310 1.288
C 3.323 -2.621 0.935
C 3.578 -3.248 -0.377
C 2.604 -3.432 -1.271
C 1.181 -3.182 -0.898
N 0.987 -2.718 0.488
C 3.281 2.996 1.746
H 3.639 5.311 -0.696
H 0.410 1.477 2.248
H 1.952 1.204 3.097
H 2.591 0.077 0.993
H 0.692 -1.368 2.652
H 2.420 -1.075 3.010
H 4.159 -2.298 1.542
H 4.600 -3.490 -0.635
H 2.817 -3.833 -2.253
H 0.453 -3.922 -1.208
H 3.754 2.654 2.659
O 4.082 2.351 -5.112
C 3.522 1.807 -4.018
C 4.167 1.729 -2.787
C 3.496 1.158 -1.724
N 2.256 0.677 -1.824
C 1.662 0.795 -3.006
Br -0.145 0.211 -2.912
C 2.222 1.321 -4.140
H 4.956 2.703 -4.902
H 5.166 2.121 -2.650
H 3.961 1.101 -0.747
H 1.678 1.406 -5.067
C 0.727 -1.815 -0.527
Ge -1.718 -0.411 0.396
C -2.101 -1.113 2.213
C -2.960 -2.194 2.419
C -3.270 -2.641 3.698
C -2.730 -2.012 4.809
C -1.889 -0.922 4.632
C -1.589 -0.483 3.351
C -2.997 1.081 0.196
C -4.312 0.873 0.616
C -5.277 1.857 0.461
C -4.940 3.072 -0.123
C -3.639 3.292 -0.547
C -2.673 2.304 -0.388
C -2.487 -1.773 -0.838
C -2.232 -3.139 -0.691
C -2.665 -4.064 -1.632
C -3.356 -3.639 -2.760
C -3.620 -2.288 -2.927
C -3.196 -1.371 -1.971
H -3.408 -2.696 1.571
H -3.941 -3.481 3.824
H -2.971 -2.361 5.805
H -1.477 -0.407 5.491
H -0.952 0.391 3.246
H -4.590 -0.070 1.075
H -6.292 1.678 0.796
H -5.691 3.843 -0.245
H -3.368 4.238 -1.000
H -1.658 2.493 -0.714
H -1.685 -3.491 0.178
H -2.468 -5.119 -1.484
H -3.695 -4.357 -3.495
H -4.166 -1.947 -3.798
H -3.437 -0.321 -2.104
```

The energy relative to the best compared isomer or geometry (same formula, charge and spin) is 153.82 kJ/mol. As for the total charge: 0. As for the calculated total energy: -7083.82840 hartree. Its HOMO energy is -7.53 eV.

# 4
Entry from the OMol25 dataset: the molecule C5H8N2 (the ωB97M-V functional and the def2-TZVPD basis).

The geometry in XYZ format:
```
15
Properties=species:S:1:pos:R:3
C -0.854 -1.091 0.366
C -0.229 -0.134 -0.493
C 1.095 -0.480 -1.149
N -0.567 1.244 -0.385
C 0.297 1.596 0.725
C 0.112 0.793 1.825
N -0.281 -0.092 2.510
H -0.501 -2.118 0.398
H -1.125 -0.798 -1.030
H -1.807 -0.856 0.822
H 1.383 0.333 -1.818
H 1.876 -0.617 -0.398
H 1.018 -1.405 -1.730
H -1.558 1.381 -0.195
H 1.142 2.245 0.552
```

The energy relative to the best compared isomer or geometry (same formula, charge and spin) is 496.49 kJ/mol. As for the total charge: 0. As for the calculated total energy: -304.64639 hartree. Its HOMO energy (alpha / beta) is -7.30 / -7.30 eV.

Question: calculated total energy of number 4 (C5H8N2)?
Answer: -304.64639 hartree